(1)
Below is C34H34F3IrN8O4 as an isolated structure, with properties calculated with wB97M-V/def2-TZVPD.

Last column: Mulliken spin population.
Element x y z (Å)
Ir -0.21 -0.14 -0.25  2.766
C -1.98 3.28 -2.88  0.008
C -1.22 2.20 -2.41  -0.006
N -1.38 1.71 -1.19  0.146
C -2.29 2.26 -0.36  -0.021
C -3.09 3.35 -0.74  0.014
C -2.90 3.86 -2.04  0.001
C -4.03 3.89 0.19  -0.001
C -4.14 3.38 1.43  0.003
C -3.33 2.28 1.85  -0.004
C -3.39 1.73 3.15  0.013
C -2.59 0.66 3.48  -0.003
C -1.75 0.13 2.51  0.013
N -1.66 0.63 1.28  0.039
C -2.43 1.70 0.95  0.011
H -1.81 3.66 -3.88  0.002
H -0.48 1.73 -3.04  -0.007
H -3.50 4.70 -2.37  0.000
H -4.66 4.72 -0.13  0.001
H -4.85 3.80 2.14  0.000
H -4.07 2.16 3.88  0.000
H -2.62 0.22 4.47  0.001
H -1.13 -0.74 2.73  0.008
N 1.15 1.68 0.47  0.143
C 2.59 1.56 0.21  -0.012
C 3.46 2.08 1.39  0.009
C 3.33 1.55 2.84  0.000
C 3.73 0.13 3.25  0.003
N 5.18 -0.07 3.09  0.000
C 5.81 -1.19 2.79  0.000
N 5.14 -2.24 2.32  0.000
N 7.12 -1.30 3.03  0.000
C 2.89 0.13 -0.25  0.018
O 4.01 -0.13 -0.65  0.043
O 1.89 -0.73 -0.16  0.267
H 0.74 2.48 -0.01  -0.012
H 0.95 1.77 1.46  -0.016
H 2.85 2.17 -0.65  0.004
H 3.20 3.14 1.46  0.001
H 4.49 2.03 1.07  0.001
H 2.30 1.72 3.19  -0.001
H 3.95 2.20 3.46  0.000
H 3.16 -0.62 2.71  -0.004
H 3.50 0.02 4.31  0.000
H 5.75 0.69 3.44  0.000
H 4.40 -2.05 1.66  0.000
H 5.68 -3.07 2.11  0.000
H 7.65 -0.53 3.40  0.000
H 7.64 -2.09 2.72  0.000
O 4.08 -5.79 2.99  0.000
C 2.74 -6.24 3.15  0.000
N 1.90 -5.19 2.60  0.000
C 0.67 -5.50 2.12  0.001
O 0.23 -6.63 2.14  0.001
C -0.22 -4.40 1.57  0.003
C -1.54 -4.77 1.39  -0.003
C -2.45 -3.86 0.86  0.007
C -2.00 -2.61 0.53  -0.004
N -0.72 -2.24 0.70  0.185
C 0.17 -3.12 1.20  -0.015
H 4.66 -6.42 3.40  0.000
H 2.50 -6.41 4.20  0.000
H 2.54 -7.16 2.61  0.000
H 2.29 -4.27 2.57  0.000
H -1.84 -5.78 1.66  0.000
H -3.49 -4.13 0.71  0.000
H -2.67 -1.86 0.12  -0.004
H 1.19 -2.77 1.27  -0.002
F -0.69 -4.94 -8.41  0.007
C -0.42 -3.64 -8.46  0.021
F 0.74 -3.44 -9.07  0.001
F -1.40 -3.01 -9.12  0.007
C -0.38 -3.09 -7.04  0.168
C 0.78 -2.48 -6.55  -0.007
C 0.79 -1.98 -5.28  0.089
C -0.39 -2.08 -4.48  0.120
C -1.56 -2.74 -4.99  0.090
C -1.54 -3.23 -6.26  -0.023
C -0.41 -1.51 -3.22  0.197
C -0.42 -0.99 -2.09  0.726
H 1.65 -2.39 -7.19  0.002
H 1.68 -1.51 -4.88  0.000
H -2.44 -2.84 -4.36  0.000
H -2.42 -3.73 -6.67  0.002

Calculated values
- Highest occupied orbital energy (spin up / spin down): -15.6798 / -15.9534 eV
- Lowest unoccupied orbital energy (spin up / spin down): -7.786 / -10.612 eV
- Total charge: +3
- Kohn-Sham gap (spin up / spin down): 7.9 / 5.3 eV
- 2S+1: 6

---

(2)
Below is C6H20AgN10O8 as an isolated structure, with properties calculated with wB97M-V/def2-TZVPD.

Last column: Mulliken spin population.
Element x y z (Å)
Ag -0.70 0.75 0.87  -0.025
C -1.98 4.84 3.18  -0.067
O -2.33 5.80 3.85  0.317
O -1.03 4.90 2.38  0.378
O -2.58 3.75 3.26  0.397
C -5.38 -3.52 1.41  0.000
O -4.30 -2.93 1.52  0.000
N -5.59 -4.55 2.15  0.000
N -6.39 -3.07 0.75  0.000
H -6.56 -4.83 2.26  0.000
H -4.78 -4.97 2.57  0.000
H -6.28 -2.29 0.12  0.000
H -7.28 -3.54 0.75  0.000
C 3.96 3.36 -3.35  0.000
O 3.18 2.79 -2.57  0.000
N 4.43 2.81 -4.46  0.000
N 4.51 4.50 -3.12  0.000
H 5.09 3.40 -4.95  0.000
H 4.12 1.93 -4.84  0.000
H 5.22 4.89 -3.73  0.000
H 4.38 4.93 -2.21  0.000
C 3.61 -0.66 5.62  0.000
O 2.91 -0.49 4.58  0.000
N 3.18 -1.11 6.74  0.000
N 4.87 -0.59 5.67  0.000
H 2.24 -1.45 6.85  0.000
H 3.84 -1.23 7.50  0.000
H 5.29 -0.81 6.56  0.000
H 5.38 -0.10 4.95  0.000
C -3.95 3.14 -3.56  0.000
O -3.65 2.12 -2.93  0.000
N -3.58 4.33 -3.24  0.000
N -4.53 3.15 -4.68  0.000
H -3.11 4.39 -2.35  0.000
H -3.84 5.15 -3.78  0.000
H -4.65 2.23 -5.09  0.000
H -5.03 3.94 -5.05  0.000
C 2.29 -4.74 -1.62  0.000
O 1.56 -3.79 -1.37  0.000
N 2.60 -5.66 -0.75  0.000
N 2.95 -4.91 -2.74  0.000
H 2.21 -5.55 0.18  0.000
H 3.05 -6.50 -1.08  0.000
H 3.63 -5.65 -2.78  0.000
H 3.04 -4.21 -3.47  0.000

Calculated values
- Highest occupied orbital energy (spin up / spin down): -7.2693 / -7.1240 eV
- Lowest unoccupied orbital energy (spin up / spin down): -2.839 / -2.831 eV
- ΔE to the lowest compared entry with this formula, charge and spin: 168.0 kcal per mole
- Total charge: 0
- Kohn-Sham gap (spin up / spin down): 4.4 / 4.3 eV
- 2S+1: 2

---

| no. | molecular weight (g/mol) | maximum force (eV Å⁻¹) | DFT total energy (eV) |
| --- | --- | --- | --- |
| 1 | 867.9 | 0.871 | -66886.08543 |
| 2 | 468.2 | 7.604 | -41823.36071 |